[1]
{"formula": "C3H7N3OS", "method": "the ωB97M-V functional and the def2-TZVPD basis", "symbols": ["H", "N", "C", "N", "S", "C", "C", "N", "O", "H", "H", "H", "H", "H", "H"], "positions_angstrom": [[2.111, 1.301, -0.452], [1.317, 0.678, -0.390], [0.521, 1.312, 0.393], [0.681, 2.598, 0.816], [-0.909, 0.534, 1.084], [-0.547, -1.214, 0.855], [-1.066, -1.852, -0.428], [-0.375, -1.513, -1.524], [-2.089, -2.459, -0.489], [1.294, 3.243, 0.301], [-0.080, 3.038, 1.263], [-1.121, -1.772, 1.609], [0.541, -1.393, 0.984], [-0.614, -1.782, -2.464], [0.338, -0.720, -1.559]], "lowdin_charge": [0.047, 0.047, -0.812, 0.060, 0.969, -0.404, -0.659, 0.141, 0.061, 0.118, 0.059, 0.085, 0.094, 0.104, 0.090], "spin_multiplicity": 1, "homo_ev": -9.23, "lumo_ev": 0.5, "total_energy_ev": -20577.990, "de_lowest_kcal_mol": 4.5, "orbital_gap_ha": 0.3577}

[2]
{"formula": "C3H7N3S", "method": "the ωB97M-V functional and the def2-TZVPD basis", "symbols": ["H", "N", "C", "N", "N", "C", "C", "S", "H", "H", "H", "H", "H", "H"], "positions_angstrom": [[2.825, -2.143, -0.675], [2.414, -1.626, 0.167], [1.319, -1.057, -0.270], [0.478, -0.291, 0.644], [-0.483, 0.333, 0.017], [-0.386, 1.739, -0.072], [-1.683, -0.299, 0.029], [-1.998, -1.923, 0.050], [0.799, -0.971, -1.274], [0.413, -0.639, 1.551], [-1.337, 2.089, -0.591], [-0.447, 2.116, 0.997], [0.581, 2.050, -0.599], [-2.494, 0.622, 0.026]], "lowdin_charge": [0.060, 0.055, -0.248, -0.038, -0.378, -0.064, -0.682, 0.600, 0.135, 0.117, 0.096, 0.107, 0.118, 0.123], "spin_multiplicity": 1, "homo_ev": -8.85, "lumo_ev": 0.2, "total_energy_ev": -18527.314, "de_lowest_kcal_mol": 72.8, "orbital_gap_ha": 0.3327}

[3]
{"formula": "C3H7N3S", "method": "the ωB97M-V functional and the def2-TZVPD basis", "symbols": ["C", "C", "S", "N", "N", "C", "N", "H", "H", "H", "H", "H", "H", "H"], "positions_angstrom": [[-2.298, -0.420, 0.214], [-0.999, 0.161, -0.278], [-0.662, 1.800, -0.608], [-0.038, -0.767, -0.369], [1.236, -0.721, -1.008], [2.092, 0.050, -0.419], [1.935, 0.808, 0.689], [-2.796, 0.188, 1.009], [-2.903, -0.635, -0.786], [-2.009, -1.402, 0.735], [-0.267, -1.712, -0.072], [3.097, 0.051, -0.804], [0.947, 1.160, 0.799], [2.665, 1.440, 0.899]], "lowdin_charge": [-0.106, -0.842, 0.581, -0.076, 0.036, -0.301, 0.075, 0.083, 0.130, 0.085, 0.134, 0.114, 0.009, 0.077], "spin_multiplicity": 1, "homo_ev": -8.30, "lumo_ev": 0.8, "total_energy_ev": -18528.821, "de_lowest_kcal_mol": 38.0, "orbital_gap_ha": 0.3329}

[4]
{"formula": "C3H7N3S", "method": "the ωB97M-V functional and the def2-TZVPD basis", "symbols": ["H", "N", "C", "C", "N", "C", "N", "S", "H", "H", "H", "H", "H", "H"], "positions_angstrom": [[-1.631, -2.006, -0.387], [-2.013, -1.126, -0.101], [-1.207, -0.120, -0.043], [-1.682, 1.332, 0.133], [0.161, -0.127, -0.240], [1.033, -1.248, 0.195], [2.301, -1.011, 0.048], [3.001, 0.511, -0.041], [-1.587, 1.468, 1.267], [-2.808, 1.696, -0.276], [-1.022, 2.179, -0.440], [0.588, 0.780, -0.345], [0.641, -2.219, 0.376], [4.225, -0.109, -0.148]], "lowdin_charge": [0.024, 0.117, -0.521, -0.075, 0.025, -0.205, -0.434, 0.710, 0.085, 0.132, 0.107, 0.043, 0.103, -0.110], "spin_multiplicity": 1, "homo_ev": -8.71, "lumo_ev": 0.6, "total_energy_ev": -18527.811, "de_lowest_kcal_mol": 61.3, "orbital_gap_ha": 0.3439}

[5]
{"formula": "C3H7N3S", "method": "the ωB97M-V functional and the def2-TZVPD basis", "symbols": ["C", "C", "C", "N", "N", "N", "S", "H", "H", "H", "H", "H", "H", "H"], "positions_angstrom": [[-0.106, -1.591, 0.135], [0.895, -0.460, -0.167], [0.336, 2.072, -0.255], [-1.384, -0.892, 0.411], [0.007, 0.686, -0.137], [-1.204, 0.402, 0.204], [-2.720, -2.162, 0.933], [-0.242, -2.258, -0.719], [0.175, -2.194, 0.999], [1.678, -0.356, 0.593], [1.368, -0.547, -1.149], [1.032, 2.386, 0.526], [0.763, 2.290, -1.236], [-0.598, 2.622, -0.139]], "lowdin_charge": [-0.221, -0.103, -0.032, -0.476, -0.225, 0.101, 0.240, 0.105, 0.097, 0.121, 0.121, 0.090, 0.089, 0.094], "spin_multiplicity": 1, "homo_ev": [-7.50, -7.50], "lumo_ev": [0.4, 0.4], "total_energy_ev": -18526.819, "de_lowest_kcal_mol": 84.2, "orbital_gap_ha": [0.2898, 0.2898]}

[6]
{"formula": "C3H7N3S", "method": "the ωB97M-V functional and the def2-TZVPD basis", "symbols": ["C", "C", "C", "N", "N", "N", "S", "H", "H", "H", "H", "H", "H", "H"], "positions_angstrom": [[-0.058, 0.035, 1.202], [0.086, 0.186, -1.026], [1.416, 0.297, 1.180], [-0.771, 0.187, -0.007], [-0.732, -0.290, 2.321], [-0.253, -0.317, -3.770], [1.684, 0.065, -0.653], [1.639, 1.349, 1.378], [2.148, -0.299, 1.743], [-1.788, 0.078, -0.140], [-0.203, -0.550, 3.159], [-1.718, -0.417, 2.369], [-1.114, -0.665, -3.289], [-0.337, 0.341, -4.466]], "lowdin_charge": [-0.234, -0.320, -0.219, 0.075, 0.301, 0.361, 1.134, 0.136, 0.135, 0.202, 0.179, 0.152, 0.066, 0.032], "spin_multiplicity": 3, "homo_ev": [-19.41, -18.42], "lumo_ev": [-9.9, -12.1], "total_energy_ev": -18506.342, "s_squared": 2.015, "de_lowest_kcal_mol": 0.0, "total_charge": 2, "orbital_gap_ha": [0.3504, 0.2324]}

| no. | M (g mol⁻¹) |
| --- | --- |
| 1 | 133.2 |
| 2 | 117.2 |
| 3 | 117.2 |
| 4 | 117.2 |
| 5 | 117.2 |
| 6 | 117.2 |